A structure of composition C40H48N5O9PS2SbTi, computed with ωB97M-V/def2-TZVPD.

Geometry (Å):
Ti: -0.08 0.06 1.84
O: -2.72 1.84 7.19
C: -2.17 1.49 5.99
C: -1.71 2.44 5.09
C: -1.16 1.98 3.91
N: -1.08 0.69 3.63
C: -1.54 -0.22 4.48
C: -2.09 0.13 5.69
C: -1.44 -1.62 3.91
O: -1.90 -2.57 4.52
O: -0.89 -1.61 2.75
C: -0.64 2.84 2.77
O: -0.73 4.05 2.82
O: -0.17 2.11 1.82
H: -2.69 2.79 7.27
H: -1.76 3.50 5.27
H: -2.46 -0.63 6.36
O: 1.61 -0.65 3.87
S: 2.29 -0.53 2.59
O: 1.39 -1.25 1.55
O: 2.11 0.87 2.09
O: 3.65 -1.01 2.55
S: 1.31 1.03 -1.40
Sb: 3.36 0.18 -1.09
C: 3.46 -1.88 -0.70
C: 2.57 -2.68 -1.41
C: 2.61 -4.06 -1.25
C: 3.53 -4.63 -0.38
C: 4.42 -3.83 0.32
C: 4.39 -2.45 0.16
C: 4.73 1.28 0.06
C: 6.08 0.94 0.01
C: 7.00 1.68 0.73
C: 6.58 2.77 1.49
C: 5.23 3.12 1.52
C: 4.30 2.37 0.81
C: 4.44 0.21 -2.93
C: 4.39 1.35 -3.73
C: 5.11 1.41 -4.92
C: 5.88 0.33 -5.32
C: 5.93 -0.81 -4.53
C: 5.21 -0.87 -3.35
H: 1.85 -2.23 -2.08
H: 1.91 -4.68 -1.79
H: 3.55 -5.70 -0.24
H: 5.12 -4.27 1.01
H: 5.04 -1.82 0.75
H: 6.41 0.10 -0.59
H: 8.05 1.41 0.71
H: 7.30 3.35 2.05
H: 4.90 3.96 2.11
H: 3.25 2.62 0.86
H: 3.77 2.19 -3.43
H: 5.06 2.30 -5.53
H: 6.44 0.38 -6.24
H: 6.53 -1.66 -4.85
H: 5.25 -1.78 -2.74
N: -1.28 -0.09 0.59
P: -2.36 -0.19 -0.53
N: -3.88 -0.07 0.12
C: -4.94 0.85 -0.26
C: -5.01 2.07 0.69
C: -4.27 1.76 1.99
C: -4.61 0.36 2.47
C: -4.12 -0.69 1.44
N: -2.24 -1.66 -1.27
C: -3.38 -2.37 -1.83
C: -3.69 -3.61 -1.01
C: -2.45 -4.49 -0.84
C: -1.27 -3.68 -0.29
C: -1.02 -2.46 -1.16
N: -2.32 0.97 -1.70
C: -1.83 0.72 -3.06
C: -2.50 1.67 -4.04
C: -2.26 3.12 -3.62
C: -2.72 3.35 -2.18
C: -2.06 2.35 -1.25
H: -5.88 0.30 -0.22
H: -4.79 1.16 -1.29
H: -6.05 2.30 0.89
H: -4.57 2.95 0.21
H: -4.52 2.51 2.76
H: -3.19 1.83 1.83
H: -5.69 0.28 2.60
H: -4.16 0.15 3.44
H: -4.87 -1.48 1.33
H: -3.19 -1.15 1.77
H: -3.14 -2.67 -2.87
H: -4.24 -1.70 -1.88
H: -4.50 -4.18 -1.48
H: -4.04 -3.29 -0.02
H: -2.18 -4.91 -1.81
H: -2.67 -5.33 -0.18
H: -0.37 -4.30 -0.26
H: -1.46 -3.34 0.73
H: -0.72 -2.76 -2.18
H: -0.23 -1.84 -0.74
H: -2.04 -0.32 -3.32
H: -0.74 0.85 -3.10
H: -3.57 1.47 -4.06
H: -2.10 1.50 -5.04
H: -2.77 3.81 -4.30
H: -1.19 3.34 -3.69
H: -3.81 3.24 -2.12
H: -2.47 4.36 -1.85
H: -2.42 2.46 -0.23
H: -0.98 2.52 -1.21

Values from the calculation:
Charge   -1
LUMO energy   2.32 eV
Energy   -128759.2642 eV
Molar mass   1007.59 g/mol